This record from OMol25 describes C6H4ClN in the gas phase. The level of theory is wB97M-V/def2-TZVPD.

Each atom is followed by the atoms it is bonded to, with distances in Å.
Element x y z (Å)
1 Cl -3.6826 0.2450 -0.0601  C2 1.741
2 C -1.9599 0.0461 0.0967  Cl1 1.741, C3 1.409, C7 1.312
3 C -1.0684 1.1315 -0.0097  C2 1.409, C4 1.351, H9 1.159
4 C 0.2429 0.9084 -0.2470  C3 1.351, C5 1.466, H10 1.098
5 C 0.8228 -0.4313 -0.3825  C4 1.466, C6 1.335, H11 1.145
6 C -0.0590 -1.3860 -0.0761  C5 1.335, C7 1.394, N8 1.449
7 C -1.4252 -1.1514 0.0668  C2 1.312, C6 1.394, N8 1.498
8 N -0.9226 -2.5485 -0.1326  C6 1.449, C7 1.498, H12 1.118
9 H -1.3820 2.2146 -0.2791  C3 1.159
10 H 0.9527 1.7461 -0.2651  C4 1.098
11 H 1.9519 -0.5407 -0.5415  C5 1.145
12 H -0.7634 -3.2934 0.6851  N8 1.118

Computed properties:
Relative energy (zero: lowest compared OMol25 entry of this formula, charge and spin) = 318.3 kJ/mol
Lowest unoccupied orbital energy = 0.723 eV
Net charge = 0
E = -20294.83209 eV
SMILES = Clc1cccc2c1N2
HOMO-LUMO gap = 0.34162 Eh